Record 1
The following is a DFT calculation (wB97M-V/def2-TZVPD) of a molecular structure, C11H13CoN6O4S.

Element x y z (Å)
C (-0.14654, -0.40949, -4.59562)
N (-0.48725, 0.68262, -2.52120)
C (-0.93615, 1.72724, -3.19716)
H (-2.64582, -1.56970, 2.28525)
N (-2.27746, 0.44666, -0.06502)
C (0.54622, -1.43834, -2.39921)
C (1.42027, -2.39145, -0.73190)
H (1.01602, -0.52357, 4.33534)
S (0.17020, 2.56352, 0.60533)
C (-0.51443, -1.69453, 1.61366)
O (-0.35665, 1.50864, 1.57480)
H (0.18478, -1.27827, -5.15099)
Co (-0.06884, 0.07484, 0.26260)
O (0.98031, 3.56268, 1.25072)
C (-1.08194, -0.92755, 3.69100)
H (1.73604, -2.67091, 0.25895)
H (-2.14925, 1.46130, -0.10291)
H (-1.22012, 2.59196, -2.60475)
N (1.08021, -2.52460, -2.91226)
C (-1.00020, 1.68834, -4.58620)
N (-0.62294, 0.62210, -5.28560)
C (-1.59655, -1.42004, 2.50911)
H (-1.65664, -0.54803, 4.52505)
C (-0.07358, -0.36998, -3.20812)
H (1.71244, -1.53874, 2.01935)
H (-1.36286, 2.54220, -5.14690)
H (-0.59949, -2.43827, 0.82956)
O (0.98490, 1.65595, -0.32020)
N (0.72234, -1.32476, -1.04719)
H (-2.68234, 0.21133, 0.83292)
C (0.33545, -0.93000, 3.60065)
H (2.13001, -3.98323, -1.92615)
H (-2.89494, 0.16130, -0.81417)
O (-0.95899, 3.11242, -0.16265)
C (0.68993, -1.43366, 2.36408)
N (1.63088, -3.11705, -1.83298)

Forces on the atoms, in the same order (eV/Å):
C -0.023 0.028 -0.022
N -0.119 -0.012 -0.016
C 0.028 -0.074 -0.031
H 0.002 -0.015 0.002
N 0.221 0.056 -0.227
C 0.077 0.127 -0.083
C -0.162 -0.048 0.078
H -0.001 -0.007 0.003
S -0.091 -0.145 -0.130
C 0.066 -0.060 -0.020
O -0.003 0.127 -0.239
H 0.013 -0.003 0.003
Co 0.236 -0.322 0.887
O 0.028 0.001 0.011
C 0.021 0.023 0.001
H -0.001 -0.002 0.020
H -0.042 0.008 -0.024
H -0.019 -0.008 0.003
N 0.042 0.028 0.010
C -0.010 0.085 0.060
N 0.020 -0.068 -0.047
C -0.008 0.042 -0.018
H 0.001 -0.006 0.001
C 0.034 -0.024 0.098
H 0.008 -0.003 -0.018
H -0.007 -0.014 -0.015
H -0.063 0.022 -0.033
O -0.081 -0.041 0.022
N -0.237 0.279 -0.252
H 0.036 -0.018 0.011
C -0.022 0.025 0.004
H -0.010 -0.003 -0.008
H -0.005 -0.057 0.029
O 0.015 0.089 0.008
C 0.021 -0.010 -0.052
N 0.033 -0.001 -0.015

Molecular weight   384.26 g/mol
Spin multiplicity   2
HOMO-LUMO gap (spin up / spin down)   6.497 / 6.504 eV
ΔE to the lowest compared entry with this formula, charge and spin   89.2 kJ/mol
Net charge   -1
LUMO level (spin up / spin down)   2.50 / 2.49 eV

***

Record 2
The following is a DFT calculation (wB97M-V/def2-TZVPD) of a molecular structure, C48H53As2CaN5O3S.

Element x y z (Å)
H (3.42932, -0.20770, 4.47289)
H (-2.93360, 4.52578, 0.47415)
C (-4.10539, -1.35283, 0.74579)
H (3.00565, -3.94106, -4.04094)
H (-2.29897, -4.79040, -0.85427)
C (3.63991, -0.11573, -4.06909)
H (-3.91769, 2.78914, 3.36205)
H (-1.15056, -0.54005, 2.50706)
C (3.28719, 2.00467, -3.00991)
H (-4.24398, 4.21981, 2.35361)
C (-3.43608, -1.65521, 2.07494)
H (4.47087, 1.75549, -4.76832)
C (0.86565, -4.28947, -1.07734)
C (3.94621, 4.34927, 3.90268)
H (-0.33341, 3.09378, 0.49569)
H (0.57787, 1.31042, 3.75823)
N (-3.20392, -0.66957, -0.17406)
O (1.06495, 1.47617, -0.18540)
C (1.34641, -6.50231, -1.97449)
H (-1.11635, 4.18115, -4.67900)
C (-1.05585, 4.03339, -2.53628)
C (-1.02389, 3.73481, -0.04500)
C (-0.03261, -4.09973, -2.14196)
C (-1.61143, -2.47001, -6.48046)
C (-1.61511, 2.21634, -3.96799)
H (2.24857, -5.67635, -0.21848)
H (3.42431, 3.07018, -2.89846)
H (-4.09619, -2.33114, 2.62345)
C (4.20042, 4.12498, 5.24952)
C (-0.22818, -5.10031, -3.09419)
C (2.84016, -0.69938, -3.06407)
H (-0.65631, -1.23130, -7.94999)
H (2.06918, -2.52496, -2.25148)
N (-2.26480, 3.81303, 0.71110)
N (-0.97352, -1.29958, 1.85598)
As (-1.04058, -2.43671, -2.25308)
C (-4.41842, -4.71058, -1.18004)
H (-6.47981, -4.41036, -1.69451)
H (-2.18863, -3.02697, -7.20787)
H (2.82938, 3.74163, 2.17258)
C (-3.90060, -2.49139, -2.75574)
H (-0.58346, 4.72947, -0.10640)
C (3.17598, -2.87142, -4.04983)
C (3.95403, -2.28767, -5.07490)
H (1.89319, -7.43453, -1.89792)
C (3.52249, 3.11283, 5.91280)
H (-4.61463, -5.57993, -0.56521)
H (-4.39964, -2.29509, 0.28625)
C (-5.20217, -2.94661, -2.60820)
H (-2.02261, 0.39775, -2.90854)
H (2.00625, -1.27678, 4.40218)
H (2.06735, 1.54508, 5.75989)
C (2.60171, 2.32762, 5.23272)
H (-2.80173, 0.15263, 0.25689)
H (-2.02216, -2.94627, 1.07205)
H (-0.75928, 5.06152, -2.37609)
C (3.88216, 0.79911, 1.64135)
Ca (0.28647, -0.51542, -0.27228)
C (-1.73319, -2.77200, -5.13150)
C (3.85291, 1.28106, -4.01444)
C (1.82450, 2.15468, -0.94847)
S (1.23675, -3.09510, 0.16344)
O (2.08177, 3.35028, -0.85883)
H (0.38474, -0.45398, -3.88100)
C (2.46654, 1.34059, -2.07145)
N (-1.54823, 1.89768, -1.58814)
C (-0.16436, -1.04027, -4.60656)
H (0.92454, 2.23227, 2.30518)
H (0.29068, -7.06668, -3.77079)
C (-1.25012, 3.54024, -3.81702)
C (0.45326, -6.30090, -3.02354)
H (3.70629, 2.93571, 6.96516)
C (3.02678, 3.56385, 3.22491)
C (-1.75377, 1.44667, -2.82317)
N (2.22554, 0.04855, -2.09522)
C (-1.21745, 3.19170, -1.44359)
C (-0.99704, -2.06981, -4.17932)
C (-2.56603, 2.98276, 1.73212)
H (-3.34931, -0.74802, 2.68323)
C (2.34392, 2.53793, 3.87972)
H (-3.70779, -1.62545, -3.38050)
C (-5.46401, -4.05603, -1.81387)
O (-1.80004, 2.11352, 2.12844)
C (2.84159, -0.86724, 3.83411)
H (4.91830, 4.73815, 5.77885)
C (4.18873, -0.94251, -5.07938)
C (-0.75307, -1.46047, -6.89629)
H (0.63578, 0.05449, -6.26524)
H (-5.03429, -0.79508, 0.93627)
H (-6.01258, -2.43358, -3.11081)
H (-0.11596, -1.75966, 2.14996)
C (-2.05945, -2.29680, 1.95022)
C (1.38517, 1.68018, 3.12283)
H (-1.89016, -2.93762, 2.82097)
H (-2.41758, -3.55398, -4.82453)
C (2.63714, -2.09683, -3.06475)
H (4.46498, 5.14125, 3.37725)
H (-1.77558, 1.77184, -4.94099)
As (2.17840, 0.08513, 2.26247)
C (-3.11220, -4.26249, -1.33910)
H (4.42769, 1.26437, 2.46181)
C (-0.03165, -0.74075, -5.95603)
H (3.71739, 1.53555, 0.85655)
C (-3.93105, 3.17604, 2.34691)
H (-0.92461, -4.93794, -3.90738)
H (-4.65867, 2.60300, 1.76772)
H (4.46247, -0.03010, 1.23682)
H (4.79709, -0.48797, -5.85238)
C (-2.84616, -3.14674, -2.12404)
H (3.46344, -1.69506, 3.49478)
H (-3.70250, -0.35000, -0.99313)
H (4.37221, -2.91302, -5.85303)
C (1.54711, -5.51904, -1.02753)

Forces on the atoms, in the same order (eV/Å):
H 0.005 -0.011 -0.002
H 0.008 -0.031 -0.062
C -0.138 0.060 -0.006
H -0.004 0.002 0.000
H 0.013 0.007 -0.006
C 0.022 0.013 -0.023
H 0.009 0.014 -0.004
H 0.003 0.058 0.060
C -0.023 -0.024 -0.032
H -0.005 0.008 -0.008
C 0.045 0.003 -0.005
H 0.002 -0.006 -0.002
C 0.040 0.017 0.056
C -0.005 0.000 0.003
H -0.030 -0.041 0.004
H 0.014 0.018 0.022
N 0.261 0.216 0.043
O 0.241 0.734 0.152
C 0.008 -0.017 -0.005
H -0.002 0.004 -0.001
C 0.028 -0.013 -0.006
C -0.048 0.010 0.000
C -0.040 0.021 0.015
C -0.008 -0.006 0.018
C -0.003 -0.031 -0.035
H -0.003 0.000 0.001
H -0.005 0.000 0.009
H 0.024 0.018 0.043
C 0.012 0.000 -0.003
C 0.013 -0.018 0.006
C -0.095 -0.052 0.039
H 0.005 0.000 0.001
H 0.013 -0.005 0.007
N 0.006 0.070 -0.183
N -0.041 0.021 -0.124
As 0.099 -0.118 -0.337
C -0.007 -0.031 -0.034
H 0.000 -0.004 -0.001
H 0.005 0.005 -0.007
H -0.001 -0.003 0.000
C -0.041 -0.022 0.048
H 0.046 -0.015 -0.006
C 0.000 -0.018 -0.013
C -0.003 0.008 -0.003
H -0.002 -0.001 -0.004
C -0.007 -0.001 0.005
H -0.006 0.000 0.001
H -0.016 -0.111 -0.117
C 0.011 0.036 0.042
H -0.024 0.006 0.013
H -0.001 0.007 0.012
H 0.001 0.001 0.000
C 0.010 0.000 -0.001
H -0.020 0.260 0.117
H 0.050 0.067 -0.031
H -0.007 0.000 -0.004
C 0.017 -0.037 0.008
Ca -0.403 -0.604 0.188
C 0.009 -0.027 -0.027
C 0.012 0.014 0.010
C -0.031 -0.040 0.008
S -0.051 -0.141 -0.056
O 0.013 -0.002 -0.052
H 0.031 -0.001 0.032
C 0.019 0.063 -0.009
N -0.081 0.167 0.131
C -0.012 0.024 -0.037
H -0.010 -0.024 0.007
H 0.006 -0.003 0.003
C 0.018 0.040 -0.002
C -0.008 0.020 -0.001
H 0.002 0.001 0.000
C -0.003 -0.002 -0.005
C 0.052 -0.125 0.074
N 0.063 0.122 0.009
C -0.033 -0.076 -0.006
C -0.028 -0.029 0.025
C 0.220 -0.299 0.206
H -0.021 0.056 -0.031
C 0.006 0.000 -0.008
H 0.007 -0.003 0.003
C -0.005 -0.031 0.011
O -0.148 -0.111 -0.111
C 0.021 0.011 0.017
H -0.001 0.001 0.001
C -0.014 -0.005 0.010
C -0.007 0.005 -0.014
H -0.005 0.003 -0.006
H 0.044 0.000 0.004
H -0.005 -0.006 -0.004
H 0.033 0.070 -0.005
C 0.021 -0.112 0.135
C -0.028 0.018 -0.033
H -0.022 -0.016 -0.008
H 0.011 0.010 0.003
C 0.016 0.022 -0.015
H 0.002 0.000 0.001
H -0.001 0.000 0.005
As 0.010 -0.024 -0.064
C -0.029 0.012 0.008
H 0.005 -0.005 -0.008
C 0.002 -0.016 0.009
H -0.011 0.003 0.007
C -0.063 -0.012 -0.008
H 0.003 -0.001 0.008
H 0.004 0.009 0.018
H 0.007 0.009 -0.015
H 0.000 0.003 0.002
C -0.003 -0.017 0.010
H -0.002 -0.006 0.004
H -0.038 -0.016 -0.097
H 0.000 -0.004 0.004
C 0.000 0.005 0.009

Molecular weight   969.97 g/mol
HOMO-LUMO gap   7.046 eV
ΔE to the lowest compared entry with this formula, charge and spin   15.9 kJ/mol
LUMO level   0.11 eV

***

Record 3
The following is a DFT calculation (wB97M-V/def2-TZVPD) of a molecular structure, C4H6O2.

Element x y z (Å)
H (-1.01700, 1.43509, -1.21299)
C (-1.07684, -0.12164, 0.56018)
O (0.62171, 1.60162, 0.22708)
C (0.09352, -0.38850, -0.32803)
O (0.20276, -1.36359, -1.29233)
H (1.48621, -0.07351, 1.37203)
H (2.19999, 0.34376, -0.22523)
C (1.27985, 0.29383, 0.35081)
H (-2.08525, -0.40001, 0.27449)
H (-0.89453, -0.18440, 1.64121)
H (-0.32617, -2.10755, -0.98724)
C (-0.48426, 0.96491, -0.37998)

Forces on the atoms, in the same order (eV/Å):
H 0.019 -0.009 0.640
C -0.156 0.308 -0.109
O 0.189 -0.314 0.434
C 0.139 0.034 0.098
O -0.130 -0.305 -0.017
H -0.083 0.575 -0.216
H 0.020 -0.287 -0.126
C 0.320 -0.080 -0.068
H 0.205 -0.328 -0.266
H -0.146 0.570 -0.413
H 0.124 -0.113 -0.166
C -0.500 -0.053 0.208

Molecular weight   86.09 g/mol
HOMO-LUMO gap   9.978 eV
ΔE to the lowest compared entry with this formula, charge and spin   296.6 kJ/mol
LUMO level   0.79 eV